No. 1
{"formula": "C9H9P", "method": "the ωB97M-V functional and the def2-TZVPD basis", "elements": ["C", "H", "H", "H", "H", "C", "C", "H", "C", "H", "H", "P", "H", "C", "C", "C", "C", "H", "C"], "coordinates": [[-1.873061, 1.269903, 0.224886], [-1.677026, 1.283274, 1.293979], [-2.425327, 2.169999, -0.039443], [-3.571411, -0.026851, 0.479859], [-0.909533, 1.258557, -0.286792], [2.220505, 0.672011, 0.119255], [1.097417, -0.047622, 0.172189], [3.382357, -2.447536, -0.177363], [0.575292, -2.531234, 0.003556], [2.335877, 1.738334, 0.179142], [-3.014736, 0.105576, -1.197964], [-1.269955, -2.654099, 0.133711], [4.370706, 0.018667, -0.076156], [1.375089, -1.459595, 0.037020], [3.334587, -0.272797, -0.025210], [-1.910243, -1.184995, -0.015347], [-2.680178, 0.017995, -0.157315], [1.010753, -3.520108, -0.093562], [2.841787, -1.524731, -0.074266]], "atomic_forces_ev_per_a": [[-0.0180, 0.0919, -0.0622], [0.0301, -0.0186, 0.0797], [-0.0239, 0.0753, -0.0019], [-0.0863, -0.0392, -0.1175], [-0.1302, 0.1062, -0.0269], [-0.3757, 0.2487, 0.1149], [-0.2038, 0.2324, -0.0791], [0.1392, -0.1341, -0.0116], [-0.4660, 0.3045, 0.0143], [-0.0580, 0.2034, 0.0148], [-0.0380, -0.0554, 0.0924], [-0.0999, -0.0892, 0.0698], [0.1056, -0.0055, -0.0211], [-0.1263, -0.7052, -0.0048], [0.0709, -0.4506, -0.0440], [0.9080, -0.4983, -0.0167], [-0.1611, 0.5526, 0.0272], [0.1839, 0.0144, -0.0151], [0.3494, 0.1666, -0.0121]], "energy_ev": -18760.8374, "e_above_lowest_kj_mol": 426.7}

***

No. 2
{"formula": "C4H4N2", "method": "the ωB97M-V functional and the def2-TZVPD basis", "elements": ["C", "C", "C", "H", "H", "C", "H", "N", "H", "N"], "coordinates": [[1.554652, 0.914892, -0.418154], [-1.434428, 0.214475, 1.282212], [1.526645, 1.826127, 0.369016], [1.567164, 0.097798, -1.114420], [1.528767, 2.644967, 1.055502], [-0.638687, -2.022613, -1.212459], [-1.544938, -2.203985, -0.666112], [0.343163, -1.786641, -1.770450], [-0.718711, 1.006774, 1.390961], [-2.169425, -0.659608, 1.120189]], "atomic_forces_ev_per_a": [[-0.0082, 0.4568, 0.3903], [-0.6358, -0.7868, -0.1661], [0.0732, -0.3979, -0.3908], [-0.0299, 0.1704, 0.1654], [0.0266, -0.1232, -0.1236], [0.8739, 0.2050, -0.4990], [0.1279, 0.0104, -0.0905], [-1.0126, -0.2827, 0.5417], [-0.1134, -0.1383, -0.0273], [0.6983, 0.8863, 0.1999]], "energy_ev": -7189.2729, "e_above_lowest_kj_mol": 329.6, "smiles": "C#C.C#N.C#N"}